Record 1
The following is a quantum chemistry calculation of a structure of composition C31H31BrN5W, from the Open Molecules 2025 dataset.

Properties
net charge	+1
HOMO-LUMO gap (alpha / beta)	6.61 / 6.77	eV
HOMO (alpha / beta)	-9.178 / -9.204	eV

Last column: natural (NBO) charge in e.
Positions of all 69 atoms, in Å:
1 W -0.508 0.032 0.845  0.965
2 C 1.459 -1.087 3.472  -0.271
3 N 0.160 -1.392 2.857  -0.599
4 C 0.032 -2.742 2.289  -0.264
5 C 0.705 -2.737 0.958  0.409
6 N 0.655 -1.686 0.171  -0.512
7 C 1.497 -1.973 -0.911  0.148
8 C 1.934 -1.179 -1.971  -0.219
9 C 2.808 -1.750 -2.872  -0.195
10 C 3.258 -3.072 -2.731  -0.190
11 C 2.865 -3.855 -1.666  -0.230
12 C 1.987 -3.269 -0.761  0.098
13 N 1.462 -3.726 0.443  -0.509
14 C 2.167 -0.047 2.652  0.425
15 N 1.581 0.557 1.656  -0.543
16 C 2.510 1.467 1.143  0.158
17 C 2.405 2.357 0.077  -0.227
18 C 3.511 3.136 -0.198  -0.192
19 C 4.689 3.035 0.560  -0.192
20 C 4.801 2.153 1.616  -0.228
21 C 3.684 1.372 1.887  0.099
22 N 3.429 0.394 2.846  -0.512
23 H 2.082 -1.981 3.559  0.217
24 H 1.314 -0.709 4.486  0.240
25 H -0.585 -1.241 3.525  0.411
26 H -1.035 -2.930 2.147  0.261
27 H 0.447 -3.525 2.930  0.204
28 H 1.600 -0.157 -2.080  0.242
29 H 3.161 -1.163 -3.709  0.228
30 H 3.940 -3.478 -3.465  0.230
31 H 3.229 -4.866 -1.539  0.231
32 H 1.621 -4.623 0.869  0.433
33 H 1.495 2.432 -0.507  0.235
34 H 3.474 3.843 -1.016  0.228
35 H 5.530 3.667 0.309  0.229
36 H 5.711 2.080 2.196  0.231
37 H 4.059 0.076 3.563  0.432
38 Br -1.014 2.450 1.618  0.282
39 C -1.409 3.225 -0.091  -0.076
40 C -1.758 4.536 -0.172  -0.237
41 C -2.074 5.065 -1.440  -0.203
42 C -2.046 4.258 -2.541  -0.163
43 C -1.688 2.890 -2.437  -0.079
44 C -1.698 2.044 -3.575  -0.186
45 C -1.373 0.728 -3.451  -0.160
46 C -0.995 0.206 -2.193  -0.218
47 C -0.944 0.955 -1.034  -0.378
48 C -1.332 2.339 -1.181  -0.025
49 H -1.803 5.158 0.712  0.233
50 H -2.352 6.107 -1.527  0.229
51 H -2.306 4.652 -3.515  0.221
52 H -1.979 2.464 -4.534  0.220
53 H -1.397 0.077 -4.316  0.212
54 H -0.737 -0.847 -2.152  0.202
55 C -4.337 -1.947 1.649  -0.593
56 C -3.499 -1.222 0.592  -0.112
57 C -3.161 -2.203 -0.535  -0.593
58 C -4.306 -0.047 0.022  -0.596
59 C -2.223 -0.686 1.218  -0.534
60 H -5.258 -2.344 1.215  0.217
61 H -4.611 -1.268 2.460  0.208
62 H -3.785 -2.788 2.080  0.193
63 H -4.074 -2.646 -0.942  0.216
64 H -2.527 -3.018 -0.171  0.192
65 H -2.637 -1.700 -1.347  0.214
66 H -5.233 -0.410 -0.431  0.213
67 H -3.732 0.482 -0.740  0.214
68 H -4.568 0.667 0.805  0.210
69 H -2.278 -0.587 2.325  0.205

---

Record 2
The following is a quantum chemistry calculation of a structure of composition C8H14 at a distorted geometry, from the Open Molecules 2025 dataset.

Properties
HOMO-LUMO gap	8.04	eV
HOMO	-7.323	eV

Last column: natural (NBO) charge in e.
Positions of all 22 atoms, in Å:
1 C 0.959 0.772 -2.338  -0.616
2 C 1.715 -0.439 -1.830  -0.395
3 C 0.893 -1.706 -1.488  -0.439
4 C 0.181 -1.543 -0.168  -0.171
5 C 0.103 -0.303 0.486  -0.339
6 C -1.029 0.052 1.259  -0.264
7 C -1.297 1.221 1.797  -0.116
8 C -2.155 1.423 3.009  -0.645
9 H 0.147 0.613 -3.011  0.206
10 H 1.640 1.442 -2.864  0.203
11 H 0.595 1.396 -1.522  0.225
12 H 2.366 -0.205 -0.992  0.203
13 H 2.370 -0.791 -2.629  0.202
14 H 1.552 -2.548 -1.501  0.206
15 H 0.159 -1.930 -2.267  0.228
16 H 1.171 -0.680 0.402  0.312
17 H -0.181 -2.359 0.477  0.191
18 H -1.779 -0.735 1.445  0.167
19 H -0.554 2.006 1.659  0.189
20 H -2.897 0.652 3.082  0.214
21 H -1.484 1.209 3.852  0.222
22 H -2.476 2.454 3.142  0.216

---

Record 3
The following is a quantum chemistry calculation of the ion C6H14O3PS with charge +1 at a distorted geometry, from the Open Molecules 2025 dataset.

Properties
net charge	+1
HOMO-LUMO gap (alpha / beta)	7.41 / 7.41	eV
HOMO (alpha / beta)	-13.740 / -13.736	eV

Last column: natural (NBO) charge in e.
Positions of all 25 atoms, in Å:
1 C -1.134 -0.840 1.414  0.366
2 C -1.885 -2.083 1.019  -0.656
3 C -0.335 2.989 -0.789  -0.646
4 C 0.822 -1.898 -1.762  -0.728
5 C 0.187 2.699 0.601  -0.059
6 C 0.995 -0.530 -1.311  -0.233
7 O -1.110 0.165 0.403  -0.788
8 O 0.301 -1.023 1.465  -0.771
9 O 1.042 1.523 0.600  -0.814
10 P 0.546 0.078 0.313  2.190
11 S 2.956 -0.463 0.642  -0.117
12 H -1.487 -0.432 2.364  0.191
13 H -2.952 -1.908 1.132  0.251
14 H -1.588 -2.903 1.669  0.248
15 H -1.682 -2.337 -0.019  0.214
16 H -0.944 2.154 -1.135  0.212
17 H -0.953 3.882 -0.759  0.251
18 H 0.484 3.156 -1.483  0.221
19 H 0.441 -2.558 -0.986  0.251
20 H 1.739 -2.306 -2.196  0.289
21 H 0.110 -1.884 -2.598  0.297
22 H -0.637 2.547 1.300  0.203
23 H 0.843 3.489 0.966  0.221
24 H 1.502 0.184 -1.944  0.257
25 H 2.738 -1.701 1.092  0.150

---

Record 4
The following is a quantum chemistry calculation of the ion C3H6NO2 with charge -1 at a distorted geometry, from the Open Molecules 2025 dataset.

Properties
net charge	-1
HOMO-LUMO gap	6.74	eV
HOMO	-2.680	eV

Last column: natural (NBO) charge in e.
Positions of all 12 atoms, in Å:
1 O -0.709 2.776 0.627  -0.581
2 C -0.722 1.612 0.276  0.448
3 C 0.464 0.784 0.043  -0.375
4 N 0.140 -0.353 -0.856  -0.681
5 C -0.076 -1.570 -0.087  0.152
6 O 0.911 -2.034 0.638  -0.930
7 H -1.605 0.952 0.369  0.106
8 H 1.231 1.400 -0.463  0.186
9 H 0.915 0.348 0.952  0.251
10 H 1.001 -0.410 -1.393  0.337
11 H -0.940 -1.223 0.684  0.011
12 H -0.611 -2.282 -0.789  0.076

---

Record 5
The following is a quantum chemistry calculation of an isolated molecule of C4H10N2O2 at a distorted geometry, from the Open Molecules 2025 dataset.

Properties
HOMO-LUMO gap	9.80	eV
HOMO	-9.166	eV

Last column: natural (NBO) charge in e.
Positions of all 18 atoms, in Å:
1 N 0.993 0.931 1.970  -0.825
2 C 0.329 0.537 0.710  -0.173
3 C 1.082 1.254 -0.451  -0.059
4 O 0.937 0.615 -1.687  -0.703
5 C 0.430 -0.969 0.496  0.673
6 N -0.641 -1.500 -0.266  -0.645
7 C -1.918 -0.938 -0.681  -0.418
8 O 1.406 -1.670 0.596  -0.588
9 H 0.535 0.405 2.700  0.365
10 H 1.981 0.769 1.872  0.370
11 H -0.745 0.733 0.854  0.195
12 H 0.620 2.267 -0.374  0.174
13 H 2.146 1.397 -0.267  0.194
14 H 0.083 0.853 -2.056  0.467
15 H -0.341 -2.182 -0.932  0.394
16 H -2.443 -1.796 -1.113  0.213
17 H -1.906 -0.164 -1.482  0.163
18 H -2.548 -0.542 0.112  0.202